1.
{"formula": "C19H23NO3S", "method": "ωB97M-V/def2-TZVPD", "symbols": ["C", "C", "C", "C", "C", "C", "C", "H", "H", "H", "C", "H", "H", "S", "C", "C", "C", "C", "C", "C", "O", "N", "H", "C", "H", "H", "C", "H", "C", "H", "C", "H", "C", "H", "O", "H", "H", "H", "O", "H", "H", "H", "H", "H", "H", "H", "H"], "positions_angstrom": [[0.43447, -2.39420, 1.88510], [1.39504, -2.02608, 0.79710], [2.46202, -1.17872, 1.06879], [3.38271, -0.84001, 0.08707], [3.23076, -1.35721, -1.19330], [2.16080, -2.18307, -1.48101], [1.24906, -2.51555, -0.49366], [0.41971, -3.16814, -0.72663], [2.04012, -2.57584, -2.48039], [3.95140, -1.10741, -1.95864], [4.53001, 0.05598, 0.43357], [5.44994, -0.52071, 0.55522], [4.33438, 0.60252, 1.35736], [4.97616, 1.27293, -0.85589], [3.34760, 1.98150, -1.35355], [2.35346, 1.97545, -0.26295], [2.34096, 2.55994, 0.97522], [1.13802, 2.15703, 1.58867], [0.49484, 1.35204, 0.68366], [-0.78645, 0.64323, 0.79453], [-1.48605, 0.71451, 1.79112], [-1.07576, -0.13931, -0.27202], [-0.49408, -0.05923, -1.09132], [-2.36460, -0.75949, -0.41387], [-2.24952, -1.77430, -0.80386], [-2.79949, -0.79648, 0.58710], [-3.28183, 0.05729, -1.35500], [-2.92551, -0.04194, -2.38591], [-4.75127, -0.34526, -1.17936], [-5.30589, -0.10997, -2.08751], [-5.20487, 0.55249, -0.02024], [-5.22734, 0.00216, 0.91889], [-4.13414, 1.66163, 0.03105], [-4.54893, 2.66176, -0.10933], [-3.24283, 1.43017, -1.04907], [-3.58251, 1.63588, 0.97833], [-6.19656, 0.96304, -0.19843], [-4.86269, -1.40546, -0.96311], [1.23554, 1.24690, -0.44608], [0.78155, 2.41526, 2.56420], [3.09888, 3.19556, 1.38645], [3.58966, 2.99312, -1.67918], [2.96856, 1.40092, -2.19480], [2.57689, -0.78005, 2.06764], [-0.29543, -3.11775, 1.53097], [-0.09608, -1.51243, 2.24141], [0.96928, -2.82268, 2.73166]], "forces_ev_per_angstrom": [[-0.0086, 0.0554, 0.0105], [0.0474, -0.0901, -0.0424], [0.0729, -0.0791, -0.1345], [-0.0679, -0.1377, 0.0404], [0.0208, -0.0153, -0.0097], [0.0331, -0.0123, -0.0850], [-0.0123, -0.0181, 0.0765], [-0.1063, -0.0750, -0.0010], [-0.0056, -0.0490, -0.0820], [0.0501, 0.0579, -0.0762], [0.1967, 0.4682, -0.2104], [0.0161, 0.0528, 0.0519], [0.0044, -0.1799, -0.0043], [-0.0107, 0.0413, 0.0879], [0.3610, -0.4461, -0.0271], [0.2618, 0.5322, 0.4777], [0.0385, -0.2302, -0.6138], [-0.5547, -0.5133, -0.4282], [0.2769, 0.6576, 0.9406], [0.0888, -0.2945, -0.4301], [0.0152, 0.1570, 0.2355], [0.0085, -0.0466, -0.1714], [0.0853, -0.0030, 0.0978], [-0.2589, 0.3167, -0.1132], [-0.0714, -0.0022, 0.0629], [-0.0126, -0.1268, -0.0749], [0.0313, -0.4295, -0.0035], [-0.0442, -0.0229, 0.0751], [0.2321, 0.1377, -0.1470], [0.0096, -0.0641, -0.0064], [0.0853, 0.0897, 0.0161], [-0.0449, 0.0104, 0.0294], [-0.1894, 0.2296, 0.4065], [0.0102, -0.0692, 0.0418], [0.1188, 0.0383, -0.1858], [-0.0886, 0.0176, -0.1204], [-0.0322, -0.0419, 0.0391], [-0.0510, -0.0864, -0.0230], [-0.2021, -0.0249, -0.1863], [-0.1619, 0.0050, 0.1938], [0.2138, 0.1067, 0.0237], [-0.0943, -0.0424, -0.0370], [-0.0723, 0.1321, 0.0204], [0.0176, 0.0753, 0.1165], [-0.0804, -0.0550, 0.0234], [-0.1009, 0.0328, 0.0736], [-0.0253, -0.0588, 0.0726]], "lowdin_charge": [-0.034, -0.276, -0.008, -0.294, -0.068, -0.071, -0.062, 0.106, 0.103, 0.100, -0.424, 0.083, 0.071, 0.861, -0.371, -0.341, -0.007, 0.029, -0.177, -0.445, 0.057, 0.097, 0.145, -0.114, 0.127, 0.128, -0.327, 0.149, -0.125, 0.113, -0.140, 0.107, -0.179, 0.120, -0.098, 0.105, 0.104, 0.112, 0.077, 0.121, 0.120, 0.080, 0.082, 0.130, 0.078, 0.071, 0.084], "multiplicity": 1, "smiles": "Cc1cccc(CSCc2ccc(C(=O)NC[C@H]3CCCO3)o2)c1", "homo_energy_ev": -8.457, "e_tot_ev": -38544.4073, "relative_energy_kj_mol": 48.70, "charge": 0, "max_force_ha_per_bohr": 0.023}


2.
{"formula": "C28H44Cl5N11O3PSr", "method": "ωB97M-V/def2-TZVPD", "symbols": ["Sr", "N", "C", "C", "N", "C", "C", "N", "C", "C", "N", "H", "H", "H", "H", "H", "H", "H", "H", "H", "H", "H", "H", "H", "H", "H", "H", "H", "H", "N", "C", "N", "C", "N", "N", "C", "N", "C", "C", "C", "C", "C", "N", "H", "H", "H", "H", "H", "H", "H", "H", "Cl", "C", "C", "C", "Cl", "C", "Cl", "C", "Cl", "C", "Cl", "C", "C", "N", "H", "H", "H", "C", "C", "O", "P", "O", "C", "C", "O", "C", "C", "H", "H", "H", "H", "H", "H", "H", "H", "H", "H", "H", "H", "H", "H", "H"], "positions_angstrom": [[-0.10250, -0.10960, -0.78420], [0.11770, 0.91640, 3.62430], [-0.84460, 1.99680, 3.82050], [-2.24200, 1.55250, 3.35420], [-2.27250, 1.08530, 1.97780], [-3.00200, -0.15570, 1.79830], [-2.12330, -1.35170, 2.18800], [-0.78560, -1.14240, 1.64880], [-2.54430, 2.10440, 0.98740], [-1.28510, 2.91070, 0.63620], [-0.13330, 2.02120, 0.56490], [-0.01360, 0.20260, 4.33510], [1.07180, 1.25370, 3.71600], [-0.50410, 2.86100, 3.25000], [-0.92520, 2.31760, 4.86880], [-2.94040, 2.38830, 3.50320], [-2.56630, 0.73790, 4.00680], [-3.25220, -0.25660, 0.74230], [-3.94440, -0.18350, 2.37080], [-2.55990, -2.26210, 1.76920], [-2.11760, -1.46480, 3.28190], [-0.36230, -0.39820, 2.21070], [-0.21510, -1.96730, 1.81170], [-3.34010, 2.80090, 1.30340], [-2.88680, 1.60960, 0.07760], [-1.14530, 3.71340, 1.37460], [-1.43670, 3.39000, -0.33610], [0.70610, 2.56850, 0.39840], [-0.02420, 1.59760, 1.48370], [-0.04390, 2.97520, -2.75040], [-1.29730, 2.50950, -2.80970], [-2.21230, 3.31670, -3.33760], [-3.45880, 2.84960, -3.34830], [-4.40960, 3.63490, -3.84990], [-3.80980, 1.63440, -2.89870], [-2.82550, 0.90320, -2.40650], [-1.55870, 1.28890, -2.31280], [-3.18060, -0.45130, -1.95410], [-4.49370, -0.89480, -2.11080], [-4.81870, -2.17730, -1.70370], [-3.81830, -2.96810, -1.16020], [-2.54060, -2.43780, -1.04490], [-2.22480, -1.21240, -1.42640], [0.12340, 3.83760, -3.24380], [0.72600, 2.33810, -2.58720], [-4.14700, 4.52940, -4.22540], [-5.35540, 3.30820, -3.90130], [-5.22710, -0.22860, -2.53490], [-5.82430, -2.55510, -1.81590], [-4.02410, -3.97430, -0.83030], [-1.73350, -3.03140, -0.63880], [2.76830, 0.38000, 1.71850], [2.83150, -1.14780, 0.92990], [1.82770, -1.44720, 0.01740], [1.94110, -2.72210, -0.52940], [0.72410, -3.21330, -1.63670], [2.95260, -3.62820, -0.23320], [2.98940, -5.19290, -0.94830], [3.94560, -3.25820, 0.67080], [5.22990, -4.33840, 1.03860], [3.87590, -2.00280, 1.26850], [5.07260, -1.53910, 2.42060], [0.79100, -0.14790, -5.68400], [0.70000, -0.32030, -4.26790], [0.60190, -0.42630, -3.13440], [1.81100, -0.31810, -6.02630], [0.49070, 0.87070, -5.93400], [0.12400, -0.85220, -6.18060], [3.67600, 5.59720, -0.62920], [2.79400, 4.36610, -0.45350], [3.57590, 3.21880, -0.73120], [2.94280, 1.70490, -0.99150], [2.62330, 1.73660, -2.59890], [3.59140, 2.13880, -3.56890], [3.10990, 3.37890, -4.30310], [4.36470, 0.96520, -1.07240], [5.41450, 1.12910, -0.11850], [6.52960, 1.98040, -0.70660], [3.08430, 6.49910, -0.49670], [4.11680, 5.60480, -1.62450], [4.47810, 5.59190, 0.10550], [1.93170, 4.40930, -1.13280], [2.42200, 4.31720, 0.57810], [3.72520, 1.30050, -4.25920], [4.54530, 2.33980, -3.07560], [2.15760, 3.18780, -4.79240], [3.83930, 3.66520, -5.05580], [2.99090, 4.19950, -3.60010], [5.78120, 0.12810, 0.12080], [5.03110, 1.58980, 0.79380], [6.88700, 1.53590, -1.63270], [7.35500, 2.05000, -0.00280], [6.15890, 2.98060, -0.91660]], "forces_ev_per_angstrom": [[0.2587, -0.0736, 0.9850], [0.1426, 0.1364, 0.2357], [-0.3768, -0.0172, 0.2039], [0.3707, 0.2502, 0.0620], [-0.3377, 0.0899, 0.0613], [0.0230, -0.3770, 0.1193], [-0.3417, 0.1835, 0.1489], [0.0496, -0.3835, -0.0520], [0.1421, 0.2478, -0.0678], [-0.4616, 0.3645, 0.1491], [0.0958, 0.7922, 0.2793], [0.0953, 0.0171, -0.0133], [-0.1323, -0.1316, 0.0590], [-0.0421, 0.0358, -0.0079], [0.0146, 0.0344, -0.1281], [-0.0489, -0.0476, 0.0414], [-0.0207, 0.0130, -0.0049], [-0.0488, 0.0386, 0.0301], [0.0691, 0.0114, -0.1146], [0.0033, 0.0162, 0.0979], [-0.0092, -0.0570, -0.0664], [0.1342, -0.0292, -0.1612], [0.0158, -0.0040, -0.1021], [0.0492, -0.0778, -0.0744], [-0.0568, -0.0104, 0.0608], [0.0068, -0.0516, -0.1266], [0.0302, 0.0395, 0.1343], [0.0014, -0.0767, -0.0192], [0.1271, -0.1942, 0.0616], [0.1237, -0.1001, 0.0240], [-0.6499, 0.3110, -0.1698], [0.1332, 0.3041, -0.1082], [0.4971, -0.2128, 0.1340], [-0.1075, 0.1905, -0.0914], [-0.3017, -0.2844, 0.0845], [-0.2175, 0.9193, -0.5605], [-0.0790, 0.1183, -0.0937], [-0.9258, -0.5303, -0.0840], [0.1624, 0.0611, 0.0936], [0.2542, -0.0247, 0.0532], [-0.0767, 0.1152, -0.0461], [-0.2142, -0.5600, 0.1494], [-0.5163, -0.0248, -0.3465], [0.1173, -0.0569, 0.0609], [0.1665, 0.1531, -0.1874], [-0.0819, -0.0213, 0.0198], [-0.0685, -0.0193, -0.0107], [0.0005, 0.0186, -0.0427], [-0.0580, -0.0021, 0.0100], [0.0524, -0.0891, 0.0234], [0.0196, -0.0423, 0.0810], [-0.0738, 0.7604, 0.9472], [-0.2166, -0.9404, -0.5840], [1.4266, -0.8426, 0.3910], [0.7296, 0.5626, 0.7995], [-0.8074, -0.4092, -0.7354], [0.0621, -0.1099, -0.0068], [0.0255, -0.0811, -0.0540], [-0.0442, 0.0570, -0.0273], [0.0019, 0.0201, 0.0430], [0.1574, -0.0283, 0.0814], [0.0839, -0.0348, 0.0658], [0.0291, 0.1039, -0.7866], [0.0071, -0.1082, 0.5382], [0.2922, -0.1038, -0.7091], [-0.0213, -0.0051, 0.0049], [0.0201, -0.0506, -0.0779], [0.0353, 0.0341, -0.0431], [-0.2532, -0.3656, 0.0560], [-0.1040, 0.2937, 0.0378], [0.1889, -0.6419, -0.0786], [0.3824, 0.7298, -0.7147], [-0.1665, 0.0615, 0.3204], [0.2831, 0.2427, -0.3383], [0.0854, -0.3588, 0.2055], [-0.4068, -0.2399, -0.1263], [0.6461, 0.2173, 0.2300], [-0.3636, -0.1657, 0.0036], [-0.0323, 0.1165, 0.0195], [0.0018, 0.0160, -0.0491], [0.0514, 0.0008, 0.0148], [0.0201, 0.0316, 0.0587], [-0.0518, 0.0152, -0.0719], [0.0521, 0.0594, 0.0860], [-0.0674, -0.0988, -0.0795], [-0.1160, 0.0265, -0.1093], [0.0381, 0.0809, -0.0965], [-0.0194, 0.1557, 0.0478], [-0.1206, 0.0926, 0.0166], [0.0387, -0.0945, -0.0418], [0.1066, -0.0335, -0.0601], [0.1013, -0.0194, 0.0517], [0.0158, 0.0916, -0.0127]], "lowdin_charge": [1.223, -0.020, -0.235, -0.161, -0.189, -0.176, -0.235, -0.045, -0.165, -0.231, -0.090, 0.097, 0.052, 0.097, 0.117, 0.126, 0.120, 0.092, 0.131, 0.104, 0.109, 0.018, 0.084, 0.131, 0.094, 0.109, 0.099, 0.027, 0.019, 0.201, -0.463, 0.184, -0.440, 0.185, 0.184, -0.309, 0.058, -0.231, 0.015, -0.024, -0.021, -0.161, -0.012, 0.115, 0.045, 0.115, 0.114, 0.111, 0.118, 0.117, 0.073, 0.707, -0.727, -0.348, -0.736, 0.703, -0.711, 0.684, -0.708, 0.693, -0.705, 0.688, -0.027, -0.218, 0.073, 0.099, 0.095, 0.099, -0.060, -0.315, -0.311, 0.817, -0.376, -0.265, -0.060, -0.299, -0.303, -0.062, 0.079, 0.074, 0.082, 0.098, 0.114, 0.121, 0.107, 0.063, 0.084, 0.067, 0.100, 0.081, 0.081, 0.082, 0.064], "multiplicity": 1, "homo_energy_ev": -10.331, "e_tot_ev": -125021.3311, "relative_energy_kj_mol": 131.98, "charge": 1, "max_force_ha_per_bohr": 0.033}